# 1
Entry from the OMol25 dataset: the molecule C17H20N2O5S (the ωB97M-V functional and the def2-TZVPD basis).

Results
SMILES: O=C(Nc1ccccc1)c1ccc(S(=O)(=O)N(CCO)CCO)cc1
E_LUMO in eV: -0.2
2S+1: 1
Kohn-Sham gap in eV: 8.6
Energy relative to the best compared isomer or geometry (same formula, charge and spin) in kJ/mol: 134.32

Positions of all 45 atoms, in Å:
1 O -2.656 -2.681 -1.643
2 C -1.988 -1.670 -1.639
3 N -1.550 -1.005 -2.743
4 C -1.763 -1.306 -4.094
5 C -2.606 -2.330 -4.516
6 C -2.776 -2.561 -5.869
7 C -2.118 -1.787 -6.809
8 C -1.280 -0.767 -6.389
9 C -1.102 -0.526 -5.041
10 C -1.533 -1.025 -0.362
11 C -1.128 -1.853 0.681
12 C -0.667 -1.305 1.864
13 C -0.637 0.070 2.000
14 S 0.043 0.831 3.468
15 O -0.757 1.957 3.832
16 O 0.295 -0.184 4.459
17 N 1.492 1.436 2.854
18 C 2.396 0.423 2.349
19 C 2.910 0.827 0.959
20 O 1.857 1.113 0.076
21 C 2.058 2.537 3.617
22 C 2.665 2.141 4.973
23 O 1.715 1.822 5.948
24 C -1.098 0.905 1.000
25 C -1.542 0.357 -0.190
26 H -0.925 -0.226 -2.583
27 H -3.117 -2.935 -3.787
28 H -3.431 -3.357 -6.190
29 H -2.257 -1.974 -7.863
30 H -0.762 -0.157 -7.114
31 H -0.445 0.269 -4.714
32 H -1.171 -2.923 0.543
33 H -0.334 -1.921 2.685
34 H 1.830 -0.507 2.270
35 H 3.245 0.251 3.018
36 H 3.576 1.697 1.052
37 H 3.472 0.002 0.516
38 H 1.287 1.756 0.517
39 H 2.818 3.026 3.002
40 H 1.233 3.230 3.794
41 H 3.214 3.001 5.367
42 H 3.378 1.313 4.837
43 H 1.184 1.063 5.661
44 H -1.111 1.969 1.175
45 H -1.914 1.004 -0.971



# 2
Entry from the OMol25 dataset: the molecule C17H20N2O5S (the ωB97M-V functional and the def2-TZVPD basis).

Results
SMILES: Cc1ccc(S(=O)(=O)N2CCOCC2)cc1C(=O)NCc1ccco1
E_LUMO in eV: 0.6
2S+1: 1
Kohn-Sham gap in eV: 9.5
Energy relative to the best compared isomer or geometry (same formula, charge and spin) in kJ/mol: 187.73

Positions of all 45 atoms, in Å:
1 C -2.413 -1.955 -0.640
2 C -1.043 -1.540 -0.195
3 C -0.050 -2.500 -0.022
4 C 1.226 -2.144 0.379
5 C 1.517 -0.811 0.595
6 S 3.156 -0.306 1.100
7 O 4.000 -1.471 1.135
8 O 3.059 0.491 2.288
9 N 3.534 0.724 -0.168
10 C 3.958 0.042 -1.374
11 C 5.455 -0.282 -1.326
12 O 6.216 0.878 -1.065
13 C 5.847 1.463 0.165
14 C 4.370 1.864 0.157
15 C 0.556 0.163 0.425
16 C -0.730 -0.198 0.045
17 C -1.748 0.889 -0.151
18 O -1.646 1.747 -0.999
19 N -2.770 0.831 0.735
20 C -3.922 1.706 0.646
21 C -5.167 0.925 0.385
22 C -6.305 0.756 1.119
23 C -7.130 -0.123 0.376
24 C -6.430 -0.428 -0.748
25 O -5.242 0.198 -0.752
26 H -3.029 -2.220 0.220
27 H -2.351 -2.831 -1.282
28 H -2.912 -1.156 -1.183
29 H -0.283 -3.538 -0.208
30 H 2.003 -2.877 0.522
31 H 3.373 -0.874 -1.463
32 H 3.740 0.698 -2.223
33 H 5.802 -0.662 -2.288
34 H 5.630 -1.032 -0.543
35 H 6.490 2.335 0.293
36 H 6.018 0.751 0.987
37 H 4.061 2.221 1.139
38 H 4.191 2.637 -0.597
39 H 0.813 1.197 0.592
40 H -2.799 0.084 1.411
41 H -4.042 2.278 1.570
42 H -3.711 2.389 -0.183
43 H -6.531 1.206 2.064
44 H -8.105 -0.475 0.645
45 H -6.656 -1.054 -1.588



# 3
Entry from the OMol25 dataset: a structure of composition C17H20N4O2S (the ωB97M-V functional and the def2-TZVPD basis).

Results
E_LUMO in eV: -0.2
2S+1: 1
Kohn-Sham gap in eV: 7.7
Energy relative to the best compared isomer or geometry (same formula, charge and spin) in kJ/mol: 1537.39

Positions of all 44 atoms, in Å:
1 C -1.662 -2.340 -0.957
2 C -2.310 -2.792 0.203
3 C -1.518 -2.424 1.452
4 H -2.117 -2.987 2.318
5 H -0.629 -3.055 1.249
6 S -1.600 -0.820 1.914
7 C -0.045 -0.521 1.435
8 N 0.809 -1.259 0.551
9 C 1.908 -0.574 0.298
10 C 1.907 0.669 0.821
11 N 0.559 1.020 1.428
12 C -0.071 2.112 1.853
13 H 0.782 2.299 2.513
14 H -0.834 1.806 2.555
15 C -0.348 2.988 0.711
16 C -1.255 2.292 -0.074
17 C -2.504 1.951 0.074
18 C -3.346 1.388 -0.830
19 C -2.627 1.077 -2.141
20 C -1.410 1.217 -2.187
21 C -0.659 1.837 -1.461
22 H 0.324 2.094 -1.396
23 H -0.929 0.914 -3.155
24 H -3.394 0.494 -2.632
25 H -4.364 1.456 -0.969
26 H -2.910 2.501 0.922
27 H -0.867 3.654 1.287
28 H 0.619 3.546 0.361
29 C 2.853 1.615 0.763
30 O 3.016 2.783 1.040
31 N 4.016 1.139 -0.043
32 C 4.115 -0.296 -0.571
33 O 5.190 -0.604 -0.970
34 N 3.041 -1.224 -0.254
35 C 3.063 -2.539 -0.667
36 H 2.986 -2.933 0.219
37 H 4.096 -2.647 -1.294
38 H 2.302 -2.626 -1.133
39 H 4.796 1.660 -0.145
40 H -3.542 -2.141 0.355
41 H -2.578 -3.934 0.316
42 H -0.883 -2.758 -0.854
43 H -2.380 -2.631 -1.904
44 H -1.600 -1.406 -1.002



# 4
Entry from the OMol25 dataset: a structure of composition C17H21BCaN6 (the ωB97M-V functional and the def2-TZVPD basis).

Results
Total charge: +2
E_LUMO (alpha / beta) in eV: -7.3 / -10.1
2S+1: 1
Kohn-Sham gap (alpha / beta) in eV: 7.5 / 3.6

Positions of all 46 atoms, in Å:
1 C 3.001 -0.149 -0.245
2 N 1.730 -0.146 -0.742
3 N 1.823 0.027 -2.118
4 C 3.123 0.051 -2.474
5 C 3.899 -0.033 -1.319
6 B 0.537 0.156 -3.006
7 N -0.453 -1.010 -2.673
8 N -0.930 -1.283 -1.387
9 C -1.836 -2.293 -1.517
10 C -1.863 -2.718 -2.859
11 C -0.976 -1.898 -3.546
12 Ca 0.101 -0.764 0.777
13 N -0.150 1.528 -2.681
14 N -0.572 1.716 -1.392
15 C -1.088 2.943 -1.309
16 C -1.012 3.573 -2.567
17 C -0.410 2.634 -3.414
18 H -1.483 3.329 -0.371
19 H -0.156 2.676 -4.462
20 H -1.344 4.562 -2.811
21 H 0.839 0.123 -4.159
22 H -0.667 -1.880 -4.577
23 H 3.403 0.107 -3.514
24 H -2.443 -3.520 -3.285
25 H 4.972 -0.012 -1.262
26 H -2.422 -2.669 -0.692
27 H 3.212 -0.223 0.820
28 H -2.053 -0.562 1.409
29 C -1.810 -1.355 2.151
30 H -2.574 -2.133 2.036
31 H -0.836 -1.889 2.004
32 H -1.804 -0.884 3.140
33 C 0.895 1.222 2.528
34 C 0.599 0.847 3.870
35 C 1.555 0.131 4.656
36 C 1.289 -0.208 5.978
37 C 0.044 0.103 6.557
38 C -0.920 0.781 5.798
39 C -0.666 1.139 4.481
40 H 1.935 1.154 2.190
41 H 0.278 1.981 2.041
42 H 2.507 -0.148 4.193
43 H 2.042 -0.724 6.572
44 H -0.167 -0.185 7.588
45 H -1.887 1.028 6.251
46 H -1.429 1.655 3.886



# 5
Entry from the OMol25 dataset: a structure of composition C17H21BINaO5PS (the ωB97M-V functional and the def2-TZVPD basis).

Results
Total charge: +1
E_LUMO in eV: -4.9
2S+1: 1
Kohn-Sham gap in eV: 5.9

Positions of all 48 atoms, in Å:
1 C 2.948 -0.230 4.148
2 C 1.828 0.836 4.063
3 B 2.057 1.840 2.853
4 O 2.928 2.903 2.948
5 C 1.234 1.526 1.515
6 C -0.103 1.864 1.518
7 C -0.742 2.539 2.717
8 C -2.087 3.222 2.384
9 C -0.846 1.567 0.399
10 C -0.234 0.958 -0.664
11 C 1.101 0.637 -0.683
12 C 1.853 0.937 0.446
13 S 3.606 0.558 0.491
14 C 1.648 -0.040 -1.921
15 O 2.738 0.203 -2.393
16 C 0.687 -1.023 -2.575
17 P 1.368 -2.577 -3.321
18 O 0.836 -2.647 -4.883
19 O 2.987 -2.372 -3.404
20 C -0.605 -0.699 -2.537
21 C -1.739 -1.541 -3.079
22 C -2.417 -2.258 -1.856
23 C -3.915 -2.551 -2.092
24 I -1.413 -4.025 -1.184
25 C -1.034 0.585 -1.876
26 O -1.972 1.240 -2.295
27 H 2.851 -0.966 3.350
28 H 3.945 0.214 4.129
29 H 2.856 -0.769 5.092
30 H 0.898 0.285 3.872
31 H 1.682 1.348 5.018
32 H 3.826 2.642 2.718
33 H -0.892 1.755 3.465
34 H -0.095 3.318 3.131
35 H -1.960 3.757 1.442
36 H -2.376 3.875 3.201
37 H -2.841 2.453 2.209
38 H -1.904 1.766 0.304
39 H 3.601 -0.700 0.977
40 H 0.807 -1.772 -5.299
41 H 3.199 -1.784 -4.146
42 H -2.526 -0.929 -3.522
43 H -1.376 -2.323 -3.745
44 H -2.365 -1.547 -1.033
45 H -4.033 -3.641 -2.231
46 H -4.441 -2.327 -1.164
47 H -4.319 -1.946 -2.912
48 Na -5.250 -4.160 -3.574



# 6
Entry from the OMol25 dataset: a cluster of 12 separate species, C17H21Cl33IS in total (the ωB97M-V functional and the def2-TZVPD basis).

Results
Total charge: -1
E_LUMO in eV: 1.8
2S+1: 1
Kohn-Sham gap in eV: 4.1

Positions of all 73 atoms, in Å:
1 C 0.638 0.325 -1.581
2 C -0.072 -0.820 -0.983
3 C -1.624 -0.989 -1.010
4 S -2.042 -2.813 -0.784
5 C -2.207 -0.441 -2.447
6 I -3.421 -2.065 -3.343
7 C -3.220 0.769 -2.220
8 C -2.852 1.723 -0.990
9 H 0.922 1.265 -1.008
10 H 0.899 0.217 -2.694
11 H 0.550 -1.605 -0.435
12 H -2.910 -2.797 0.316
13 H -1.394 -0.234 -3.202
14 H -3.305 1.447 -3.143
15 H -4.283 0.381 -2.030
16 H -1.860 2.250 -1.211
17 H -3.692 2.502 -0.933
18 H -2.833 1.202 0.016
19 C -2.661 -1.050 3.098
20 Cl -4.203 -1.539 2.385
21 Cl -2.427 0.695 2.935
22 Cl -2.580 -1.532 4.801
23 H -1.861 -1.554 2.560
24 C 1.312 -3.581 4.426
25 Cl 3.031 -3.805 4.086
26 Cl 0.356 -3.869 2.967
27 Cl 0.790 -4.650 5.737
28 H 1.156 -2.552 4.742
29 C -6.348 4.744 -1.717
30 Cl -5.904 3.310 -2.650
31 Cl -5.262 4.949 -0.336
32 Cl -6.327 6.186 -2.745
33 H -7.358 4.608 -1.340
34 C 3.533 -3.838 8.407
35 Cl 4.064 -5.228 7.451
36 Cl 4.653 -3.541 9.745
37 Cl 3.387 -2.401 7.388
38 H 2.554 -4.063 8.823
39 C 4.083 -0.156 0.297
40 Cl 2.512 -0.674 -0.331
41 Cl 4.248 1.602 0.152
42 Cl 4.291 -0.670 1.985
43 H 4.865 -0.623 -0.297
44 C -7.626 -2.630 0.464
45 Cl -6.335 -2.707 -0.741
46 Cl -7.944 -4.239 1.131
47 Cl -7.218 -1.486 1.752
48 H -8.531 -2.277 -0.023
49 C 5.369 1.218 -3.759
50 Cl 6.080 0.389 -2.369
51 Cl 3.610 1.038 -3.749
52 Cl 5.821 2.929 -3.762
53 H 5.756 0.760 -4.666
54 C 2.215 2.649 -6.704
55 Cl 0.759 3.178 -5.852
56 Cl 1.790 1.803 -8.199
57 Cl 3.270 4.028 -7.048
58 H 2.757 1.958 -6.061
59 C 3.133 -3.597 -3.604
60 Cl 4.525 -3.252 -2.566
61 Cl 1.628 -3.149 -2.797
62 Cl 3.287 -2.749 -5.151
63 H 3.111 -4.665 -3.802
64 C -3.891 8.792 0.849
65 Cl -3.626 10.531 1.045
66 Cl -4.809 8.145 2.215
67 Cl -4.723 8.456 -0.674
68 H -2.922 8.299 0.824
69 C 7.506 -2.950 3.575
70 Cl 8.199 -3.792 4.969
71 Cl 5.748 -3.133 3.547
72 Cl 7.953 -1.239 3.598
73 H 7.911 -3.397 2.670



# 7
Entry from the OMol25 dataset: a structure of composition C17H21Cl3N6O2SV (the ωB97M-V functional and the def2-TZVPD basis).

Results
Total charge: +2
E_LUMO (alpha / beta) in eV: -7.9 / -7.2
2S+1: 2
Kohn-Sham gap (alpha / beta) in eV: 6.5 / 7.2
Energy relative to the best compared isomer or geometry (same formula, charge and spin) in kJ/mol: 56.57

Positions of all 51 atoms, in Å:
1 V 0.357 0.331 0.137
2 Cl 5.768 0.841 5.001
3 C 4.362 0.651 4.043
4 C 4.412 0.977 2.691
5 C 3.268 0.816 1.942
6 Cl 3.249 1.211 0.246
7 C 2.088 0.340 2.508
8 O 0.994 0.201 1.724
9 C 2.058 0.022 3.864
10 Cl 0.595 -0.557 4.557
11 C 3.195 0.176 4.633
12 H 5.325 1.342 2.243
13 H 3.177 -0.072 5.685
14 C 2.437 5.237 2.448
15 C 2.051 6.131 1.273
16 C 3.048 6.008 0.125
17 C 0.612 5.886 0.814
18 N 0.416 4.514 0.316
19 C 0.165 3.400 0.986
20 N 0.154 2.412 0.110
21 N 0.415 2.954 -1.103
22 N 0.571 4.209 -0.983
23 H 3.412 5.528 2.837
24 H 2.523 4.189 2.140
25 H 1.721 5.307 3.270
26 H 2.043 7.168 1.619
27 H 3.115 4.979 -0.237
28 H 4.042 6.300 0.461
29 H 2.777 6.645 -0.717
30 H 0.335 6.541 -0.009
31 H -0.095 6.025 1.631
32 H 0.000 3.329 2.048
33 C -2.916 -0.247 -0.088
34 C -1.512 0.079 -0.371
35 O -0.976 0.354 -1.433
36 H -2.957 -1.315 0.146
37 H -3.550 -0.023 -0.944
38 H -3.249 0.278 0.807
39 C 1.041 -4.661 -1.847
40 N 0.730 -3.477 -2.647
41 C 0.443 -3.477 -3.998
42 C 0.223 -2.197 -4.364
43 N 0.383 -1.434 -3.226
44 C 0.689 -2.221 -2.183
45 S 1.065 -1.830 -0.539
46 H 1.055 -5.521 -2.509
47 H 0.282 -4.802 -1.081
48 H 2.017 -4.546 -1.382
49 H 0.427 -4.384 -4.575
50 H -0.028 -1.767 -5.316
51 H 0.273 -0.434 -3.178



# 8
Entry from the OMol25 dataset: a cluster of 2 separate species, C17H21Cl4F3N3O2 in total (the ωB97M-V functional and the def2-TZVPD basis).

Results
Total charge: +1
E_LUMO in eV: -3.1
2S+1: 1
Kohn-Sham gap in eV: 8.6

Positions of all 50 atoms, in Å:
1 C 5.369 -0.682 1.248
2 C 4.930 0.088 0.199
3 C 3.892 1.198 0.520
4 C 2.598 1.167 -0.432
5 N 3.098 0.918 -1.783
6 C 1.902 2.566 -0.226
7 N 0.511 2.672 -0.821
8 C 0.446 2.959 -2.264
9 F 1.575 3.509 -2.776
10 F 0.105 1.924 -3.055
11 F -0.535 3.918 -2.424
12 C -0.258 1.468 -0.334
13 C -1.804 1.514 -0.706
14 C -2.688 1.140 0.537
15 O -2.529 1.603 1.639
16 O -3.719 0.266 0.302
17 C 0.437 0.079 -0.637
18 C -0.396 -1.160 -0.181
19 C -0.124 -1.868 1.059
20 C -0.924 -3.054 1.397
21 C -1.968 -3.524 0.499
22 C -2.281 -2.815 -0.761
23 C -1.477 -1.653 -1.066
24 N 1.738 0.078 0.115
25 H 4.609 -0.920 2.033
26 H 6.422 -1.041 1.315
27 H 5.353 -0.075 -0.817
28 H 3.529 1.052 1.576
29 H 4.375 2.216 0.502
30 H 3.283 -0.083 -1.929
31 H 2.428 1.157 -2.516
32 H 1.749 2.670 0.887
33 H 2.569 3.432 -0.492
34 H 0.078 3.487 -0.349
35 H -0.260 1.553 0.794
36 H -2.109 2.573 -0.961
37 H -2.056 0.903 -1.603
38 H -4.247 0.293 1.130
39 H 0.718 -0.085 -1.706
40 H 0.685 -1.520 1.742
41 H -0.722 -3.639 2.327
42 H -2.538 -4.436 0.746
43 H -3.079 -3.183 -1.450
44 H -1.704 -1.120 -2.026
45 H 1.575 0.248 1.110
46 C -5.712 -3.159 1.929
47 Cl -6.396 -3.381 3.548
48 Cl -3.936 -3.206 2.016
49 Cl -6.280 -4.455 0.864
50 Cl -6.231 -1.591 1.278



# 9
Entry from the OMol25 dataset: a structure of composition C17H21ClCuN4O3 (the ωB97M-V functional and the def2-TZVPD basis).

Results
Total charge: +1
E_LUMO (alpha / beta) in eV: -4.2 / -7.1
2S+1: 3
Kohn-Sham gap (alpha / beta) in eV: 5.8 / 2.9

Positions of all 47 atoms, in Å:
1 Cu 14.800 15.777 17.764
2 Cl 15.156 13.249 17.600
3 O 13.700 13.944 14.455
4 C 13.433 15.254 14.669
5 O 12.750 15.909 13.860
6 O 13.774 15.778 15.752
7 H 14.320 13.702 15.147
8 N 11.934 12.197 17.728
9 C 11.333 11.611 18.844
10 C 10.114 11.190 18.340
11 C 9.899 11.677 17.049
12 C 11.063 12.243 16.683
13 H 12.784 12.737 17.803
14 H 11.985 11.463 19.692
15 H 9.475 10.575 18.958
16 H 8.964 11.541 16.525
17 H 11.451 12.703 15.787
18 N 18.470 12.295 16.483
19 C 18.098 12.239 15.145
20 C 19.262 12.441 14.444
21 C 20.279 12.308 15.393
22 C 19.808 12.390 16.652
23 H 17.814 11.996 17.190
24 H 17.057 12.174 14.865
25 H 19.362 12.558 13.375
26 H 21.325 12.332 15.125
27 H 20.347 12.647 17.551
28 N 17.608 14.515 21.204
29 C 17.902 13.398 20.428
30 C 19.169 12.969 20.656
31 C 19.704 13.701 21.754
32 C 18.659 14.609 22.016
33 H 16.714 14.966 21.071
34 H 17.144 13.108 19.715
35 H 19.632 12.189 20.070
36 H 20.674 13.636 22.223
37 H 18.614 15.209 22.913
38 N 16.206 11.166 21.937
39 C 15.288 10.971 20.871
40 C 14.360 9.971 21.106
41 C 14.691 9.562 22.365
42 C 15.793 10.320 22.895
43 H 16.983 11.808 21.996
44 H 15.528 11.614 20.037
45 H 13.574 9.680 20.425
46 H 14.200 8.748 22.877
47 H 16.217 10.257 23.887



# 10
Entry from the OMol25 dataset: the molecule C17H21ClN2O3 (the ωB97M-V functional and the def2-TZVPD basis).

Results
SMILES: O=C(c1ccc(Cl)cc1)C1CCN(C(=O)N2CCOCC2)CC1
E_LUMO in eV: -0.1
2S+1: 1
Kohn-Sham gap in eV: 8.4
Energy relative to the best compared isomer or geometry (same formula, charge and spin) in kJ/mol: 1564.42

Positions of all 44 atoms, in Å:
1 O -2.126 -1.960 -1.362
2 C -2.229 -1.339 -0.438
3 C -3.515 -0.531 -0.257
4 C -4.201 -0.452 0.994
5 C -5.442 0.059 0.979
6 C -6.157 0.618 0.042
7 Cl -7.665 1.737 0.154
8 C -5.634 0.378 -1.097
9 C -4.363 -0.143 -1.488
10 C -1.330 -1.121 0.716
11 C -0.060 -1.949 0.185
12 C 0.668 -1.228 -0.697
13 N 1.048 0.299 -0.425
14 C 2.036 0.960 -0.558
15 O 1.984 2.106 -0.980
16 N 3.121 0.268 -0.595
17 C 4.389 0.989 -1.233
18 C 5.244 1.634 -0.198
19 O 5.555 0.537 0.839
20 C 4.454 0.254 1.368
21 C 3.661 -0.738 0.417
22 C -0.248 1.119 -0.104
23 C -1.022 0.267 0.837
24 H -3.762 -0.979 1.801
25 H -6.027 0.481 1.997
26 H -6.012 0.820 -2.154
27 H -3.948 -0.314 -2.428
28 H -1.835 -1.832 1.589
29 H -0.350 -2.968 0.077
30 H 0.608 -2.180 1.259
31 H 1.509 -1.593 -0.777
32 H -0.007 -1.210 -1.658
33 H 3.984 1.636 -1.865
34 H 5.042 0.298 -1.998
35 H 6.060 1.917 -0.599
36 H 4.489 2.342 0.224
37 H 4.713 -0.612 2.290
38 H 3.784 0.886 1.873
39 H 2.759 -1.022 0.768
40 H 4.227 -1.522 -0.186
41 H -0.153 2.079 0.188
42 H -0.828 0.832 -0.890
43 H -1.971 0.834 1.464
44 H -0.450 0.344 1.925